43
Properties=species:S:1:pos:R:3:mulliken_charge:R:1 method="wB97M-V/def2-TZVPD" gap_ev="6.1249 / 6.7247" homo_ev="-3.8 / -4.6" spin_multiplicity=5 de_lowest_kj_mol=183.6 total_charge=-1
Cr -1.894 -0.160 1.154 0.308
N -3.012 -4.391 1.279 -0.523
C -2.435 -3.138 1.406 0.522
S -3.465 -1.842 1.904 -0.371
N -1.179 -3.067 1.082 -0.588
N -0.453 -1.980 1.528 -0.184
C 0.241 -1.350 0.631 0.025
C 1.428 -0.565 1.046 0.451
C 2.091 0.281 0.162 -0.188
C 3.210 0.990 0.576 -0.806
C 3.670 0.869 1.879 -0.437
C 3.009 0.030 2.767 -0.618
C 1.901 -0.689 2.354 -0.506
C -0.207 -1.414 -0.793 0.882
C 0.538 -1.747 -1.910 -0.392
C -0.094 -1.692 -3.143 -0.573
C -1.418 -1.292 -3.219 -0.556
C -2.083 -0.952 -2.050 -0.851
N -1.487 -1.036 -0.874 0.485
H -3.991 -4.377 1.048 0.218
H -2.455 -5.043 0.749 0.239
H 1.705 0.422 -0.839 0.368
H 3.712 1.652 -0.120 0.401
H 4.536 1.433 2.205 0.372
H 3.353 -0.060 3.789 0.387
H 1.376 -1.343 3.035 0.431
H 1.576 -2.032 -1.813 0.505
H 0.449 -1.949 -4.045 0.416
H -1.925 -1.223 -4.172 0.411
H -3.098 -0.572 -2.028 0.404
S -1.032 0.809 3.221 -0.289
S -2.261 2.336 3.764 0.013
S -1.541 4.085 3.296 -0.312
S -3.159 1.423 0.384 -0.604
C 0.727 2.773 -2.913 -0.972
S -0.326 2.227 -1.555 0.112
C 0.218 3.333 -0.252 -0.612
H 0.496 3.792 -3.227 0.334
H 0.543 2.101 -3.752 0.322
H 1.788 2.718 -2.653 0.216
H 1.302 3.285 -0.125 0.185
H -0.260 2.992 0.667 -0.015
H -0.093 4.360 -0.442 0.386



34
Properties=species:S:1:pos:R:3:mulliken_charge:R:1 method="wB97M-V/def2-TZVPD" gap_ev="7.1244 / 6.5992" homo_ev="-6.7 / -6.7" spin_multiplicity=2 total_charge=0
Cu 0.209 1.477 0.260 -0.364
C 2.300 -1.058 -2.095 -1.615
C 1.146 -0.111 -1.988 0.826
C 1.384 1.244 -1.764 -0.191
C 0.321 2.175 -1.648 0.026
C 0.579 3.656 -1.798 -1.461
C -0.999 1.659 -1.715 -0.246
C -1.240 0.306 -1.951 0.807
C -2.649 -0.193 -2.023 -1.585
C -0.163 -0.559 -2.108 -0.475
H 2.683 -1.285 -1.100 0.306
H 3.111 -0.612 -2.668 0.403
H 1.996 -1.991 -2.561 0.378
H 2.403 1.610 -1.766 0.479
H 0.603 4.174 -0.841 0.302
H -0.208 4.106 -2.400 0.356
H 1.536 3.815 -2.288 0.367
H -1.836 2.345 -1.678 0.497
H -3.056 -0.290 -1.015 0.307
H -2.693 -1.168 -2.502 0.377
H -3.279 0.507 -2.571 0.395
H -0.349 -1.602 -2.316 0.325
N 0.082 0.717 1.855 -0.584
C -0.032 -0.364 2.567 0.082
C -0.028 -0.293 3.994 -0.162
C -0.141 -1.418 4.768 -0.547
C -0.267 -2.675 4.188 -0.323
C -0.278 -2.784 2.799 -0.541
C -0.165 -1.673 2.002 0.015
H 0.071 0.685 4.441 0.421
H -0.133 -1.331 5.847 0.323
H -0.355 -3.555 4.808 0.376
H -0.377 -3.762 2.346 0.352
H -0.174 -1.752 0.922 0.374



41
Properties=species:S:1:pos:R:3:mulliken_charge:R:1 method="wB97M-V/def2-TZVPD" gap_ev="5.8573 / 6.0619" homo_ev="-5.9 / -8.3" spin_multiplicity=5 de_lowest_kj_mol=0.0 total_charge=0
C 1.614 -1.980 -4.042 -0.791
O 0.258 -1.545 -3.837 -0.398
C 0.026 -0.630 -2.837 0.403
C 0.935 -0.386 -1.816 -0.446
C 0.790 0.800 -0.954 0.567
C -0.181 1.858 -1.499 -0.148
C -1.338 1.296 -2.248 -0.834
C -1.217 0.110 -2.891 -0.462
Fe -0.704 -3.116 -1.462 0.255
C -0.830 -2.348 0.102 0.355
O -0.946 -1.796 1.121 -0.390
C -0.275 -4.731 -0.984 0.292
O -0.015 -5.818 -0.665 -0.376
C -2.394 -3.473 -1.547 0.192
O -3.538 -3.670 -1.589 -0.356
H 1.599 -3.071 -4.001 0.275
H 1.901 -1.674 -5.049 0.287
H 2.343 -1.592 -3.317 0.387
H 1.689 -1.136 -1.523 0.503
H 0.438 0.439 0.019 -1.036
H 1.771 1.277 -0.774 0.402
H 0.443 2.493 -2.163 0.360
H -2.194 1.961 -2.377 0.498
H -1.984 -0.336 -3.519 0.496
C -0.184 1.172 4.508 -0.780
C -1.029 1.200 3.258 -0.747
N -0.337 1.932 2.191 0.033
C -1.129 2.088 1.071 0.202
S -2.703 1.582 0.932 -0.101
S -0.502 3.079 -0.277 -0.160
C 1.128 1.761 2.029 -0.327
C 1.818 1.685 3.381 -0.715
O 1.150 0.737 4.229 -0.389
H -0.188 2.173 4.973 0.364
H -0.565 0.413 5.198 0.340
H -1.250 0.172 2.924 0.301
H -1.973 1.727 3.449 0.603
H 1.350 0.800 1.537 0.262
H 1.525 2.568 1.394 0.392
H 2.832 1.280 3.245 0.339
H 1.866 2.704 3.811 0.350



40
Properties=species:S:1:pos:R:3:mulliken_charge:R:1 method="wB97M-V/def2-TZVPD" gap_ev=8.9432 homo_ev=-8.5 de_lowest_kj_mol=121.6 total_charge=0 smiles="CCOC(=O)CSc1nnc(NC(=O)CCc2ccccc2)s1"
C 5.236 -1.294 1.118 -1.329
C 3.835 -0.713 1.003 -0.256
O 2.915 -1.673 0.472 -0.166
C 2.905 -1.837 -0.844 0.598
O 3.574 -1.218 -1.625 -0.582
C 1.963 -2.948 -1.272 -0.634
S 0.659 -3.318 -0.066 -0.140
C -0.497 -2.122 -0.525 0.436
N -0.332 -1.251 -1.458 -0.409
N -1.378 -0.462 -1.647 -0.398
C -2.372 -0.695 -0.866 0.407
N -3.564 -0.042 -0.829 -0.002
C -3.926 1.218 -1.288 0.227
O -5.073 1.563 -1.149 -0.623
C -2.839 2.085 -1.857 -0.462
C -2.248 2.951 -0.723 -1.190
C -1.619 2.094 0.338 0.498
C -2.351 1.689 1.447 -0.272
C -1.797 0.837 2.387 -0.793
C -0.500 0.379 2.228 -0.420
C 0.241 0.787 1.132 -0.054
C -0.314 1.639 0.194 -0.524
S -2.071 -2.039 0.257 -0.203
H 5.892 -0.567 1.587 0.396
H 5.623 -1.532 0.130 0.335
H 5.220 -2.199 1.721 0.326
H 3.436 -0.453 1.986 0.342
H 3.842 0.168 0.352 0.372
H 1.501 -2.688 -2.224 0.329
H 2.541 -3.868 -1.380 0.469
H -4.310 -0.517 -0.332 0.199
H -3.288 2.740 -2.604 0.427
H -2.058 1.476 -2.308 0.421
H -1.501 3.617 -1.158 0.404
H -3.046 3.557 -0.290 0.376
H -3.367 2.039 1.570 0.431
H -2.380 0.525 3.241 0.408
H -0.071 -0.298 2.952 0.416
H 1.250 0.429 0.999 0.277
H 0.265 1.940 -0.667 0.361



43
Properties=species:S:1:pos:R:3:mulliken_charge:R:1 method="wB97M-V/def2-TZVPD" gap_ev="7.7254 / 6.5096" homo_ev="-10.4 / -11.4" spin_multiplicity=5 de_lowest_kj_mol=36.6 total_charge=+1
Ru 0.226 -0.020 -0.008 0.540
O 2.311 2.944 6.016 -0.471
C 1.955 2.511 4.968 0.574
S 0.592 3.179 4.031 -0.074
C 0.588 1.975 2.781 0.205
C 1.529 0.938 2.908 0.259
S 1.731 -0.363 1.846 -0.235
S 2.587 0.985 4.278 -0.085
S -0.534 2.118 1.538 -0.241
O 1.820 0.441 -1.019 -0.539
C 1.958 0.874 -2.280 0.531
C 3.192 0.650 -2.896 -0.501
C 3.434 1.079 -4.183 -0.442
C 2.444 1.746 -4.905 -0.816
C 1.226 1.977 -4.309 -0.830
C 0.967 1.557 -2.997 0.228
C -0.323 1.843 -2.389 0.397
N -0.904 1.187 -1.390 0.617
C -2.146 1.769 -1.178 -0.688
C -2.313 2.782 -2.055 -0.801
N -1.161 2.810 -2.811 -0.081
H 3.949 0.136 -2.317 0.485
H 4.399 0.893 -4.638 0.404
H 2.625 2.070 -5.921 0.421
H 0.447 2.471 -4.880 0.395
H -2.817 1.425 -0.409 0.460
H -3.123 3.474 -2.202 0.443
H -0.953 3.475 -3.536 0.218
N -1.342 -1.003 1.127 -0.379
C -1.064 -2.464 1.279 -0.555
C -1.474 -3.255 0.044 -0.590
C -0.541 -3.088 -1.147 -0.697
N -0.508 -1.679 -1.598 -0.287
H -1.348 -0.555 2.040 0.337
H -2.281 -0.891 0.757 0.210
H -1.577 -2.845 2.160 0.431
H 0.004 -2.586 1.455 0.291
H -2.498 -2.993 -0.246 0.293
H -1.497 -4.311 0.313 0.343
H -0.859 -3.752 -1.952 0.391
H 0.473 -3.377 -0.866 0.365
H -1.425 -1.397 -1.932 0.260
H 0.127 -1.567 -2.382 0.215



43
Properties=species:S:1:pos:R:3:mulliken_charge:R:1 method="wB97M-V/def2-TZVPD" gap_ev=6.7299 homo_ev=-17.9 de_lowest_kj_mol=0.0 total_charge=+3
Ta 0.373 0.037 -0.696 1.096
N -3.060 1.602 -2.646 -0.365
C -1.929 1.549 -1.956 0.846
S -0.543 0.724 -2.769 -0.402
N -1.817 2.056 -0.772 -1.270
N -0.550 1.868 -0.225 0.730
C -0.067 2.914 0.412 -0.029
C 1.209 3.004 1.015 0.786
C 1.594 4.195 1.663 -0.908
C 2.850 4.299 2.217 -0.815
C 3.738 3.225 2.137 -0.519
C 3.391 2.034 1.504 -0.769
C 2.137 1.948 0.953 0.842
O 1.711 0.798 0.327 -0.104
H -3.108 1.340 -3.617 0.229
H -3.857 2.078 -2.245 0.277
H -0.728 3.777 0.449 0.475
H 0.897 5.022 1.714 0.449
H 3.155 5.210 2.713 0.458
H 4.724 3.317 2.575 0.444
H 4.088 1.209 1.452 0.473
N 1.928 -0.985 -1.933 -0.353
N 1.674 -1.826 -0.799 -0.235
H 1.729 -1.439 -2.827 0.326
H 2.890 -0.643 -1.963 0.283
H 2.508 -2.003 -0.239 0.284
H 1.251 -2.716 -1.075 0.256
N -1.147 0.106 2.433 -0.231
C -1.336 -0.988 1.711 0.656
N -1.022 -1.066 0.386 -0.169
C -1.395 -2.345 -0.133 0.340
C -1.293 -2.747 -1.461 -0.281
C -1.654 -4.052 -1.779 -0.812
C -2.120 -4.925 -0.801 -0.726
C -2.256 -4.514 0.517 -0.482
C -1.882 -3.216 0.832 0.211
S -1.985 -2.417 2.389 -0.125
H -1.000 0.997 1.987 0.051
H -1.397 0.120 3.413 0.305
H -1.040 -2.047 -2.253 0.420
H -1.603 -4.383 -2.808 0.454
H -2.408 -5.931 -1.074 0.439
H -2.648 -5.185 1.269 0.465



no.,strongest force on any atom (hartree/bohr)
1,0.01828
2,0.01812
3,0.08080
4,0.03345
5,0.01383
6,0.00668